No. 1
# C13H19AlF3O2Si

C13H19AlF3O2Si as an isolated structure (ωB97M-V/def2-TZVPD, OMol25).

Total energy (eV): -40507.01898
Strongest force on any atom (eV/A): 4.82
Frontier orbital gap (eV): 7.97
Multiplicity: 1
Total charge: -1
Energy relative to the best compared isomer or geometry (same formula, charge and spin) (eV): 6.050

Last column: natural (NBO) charge in e.
Geometry (Å):
1 C 2.78 -1.76 -1.15  -1.125
2 Si 1.21 -0.66 -0.75  1.650
3 C 0.27 -1.63 0.68  -1.123
4 C 1.64 1.15 -0.26  -0.905
5 C 0.58 1.77 0.83  -0.493
6 C 1.12 1.78 2.38  0.708
7 F 1.73 3.14 2.62  -0.406
8 F 2.20 0.77 2.65  -0.384
9 C -0.04 1.52 3.52  -0.007
10 C -1.47 2.31 3.43  -0.135
11 O -2.43 1.51 4.25  -0.955
12 Al -2.02 -0.24 3.59  1.829
13 F -2.46 -0.14 1.71  -0.803
14 O -0.16 0.10 3.95  -0.925
15 C 0.06 -0.82 -2.31  -0.478
16 C 0.72 -1.38 -3.71  -0.228
17 C -0.23 -1.58 -5.05  -0.249
18 C -1.84 -1.21 -4.94  -0.253
19 C -2.49 -0.63 -3.53  -0.237
20 C -1.53 -0.43 -2.20  -0.211
21 H 2.34 -2.78 -1.59  0.237
22 H 3.45 -1.30 -2.01  0.225
23 H 3.40 -2.03 -0.19  0.250
24 H -0.71 -2.13 0.22  0.250
25 H 0.95 -2.51 1.06  0.236
26 H -0.02 -0.90 1.54  0.273
27 H 2.74 1.15 0.18  0.257
28 H 1.69 1.91 -1.19  0.243
29 H -0.44 1.20 0.74  0.258
30 H 0.41 2.91 0.52  0.240
31 H 0.45 2.01 4.50  0.184
32 H -1.32 3.25 4.17  0.180
33 H -1.90 2.65 2.40  0.178
34 H -2.63 -1.49 4.39  -0.456
35 H 1.85 -1.67 -3.83  0.230
36 H 0.27 -2.02 -6.03  0.222
37 H -2.48 -1.39 -5.93  0.223
38 H -3.65 -0.39 -3.47  0.232
39 H -2.03 -0.05 -1.21  0.269

=====

No. 2
# C13H19Cl3N3O2SiZn

C13H19Cl3N3O2SiZn as an isolated structure (ωB97M-V/def2-TZVPD, OMol25).

Total energy (eV): -116225.11260
Strongest force on any atom (eV/A): 0.46
Frontier orbital gap (eV): 7.18
Multiplicity: 1
Total charge: -1
Energy relative to the best compared isomer or geometry (same formula, charge and spin) (eV): 0.000

Last column: natural (NBO) charge in e.
Geometry (Å):
1 Zn 0.26 -0.52 1.00  1.567
2 C -1.04 -2.27 3.43  -0.324
3 C 0.30 -1.99 3.22  -0.303
4 C 0.46 -0.56 3.13  -0.631
5 C -0.84 0.00 3.37  -0.328
6 C -1.75 -1.04 3.53  -0.343
7 H -1.49 -3.26 3.45  0.208
8 H 1.10 -2.71 3.09  0.211
9 H 1.40 -0.04 3.27  0.243
10 H -1.06 1.06 3.40  0.209
11 H -2.82 -0.94 3.66  0.203
12 C 2.10 -0.55 -2.45  -0.621
13 C 1.92 -1.42 -1.20  0.109
14 C 3.10 -2.38 -1.03  -0.619
15 O 1.81 -0.61 -0.07  -1.053
16 H 2.17 -1.16 -3.36  0.187
17 H 3.02 0.04 -2.34  0.193
18 H 1.25 0.13 -2.55  0.197
19 H 1.03 -2.04 -1.38  0.131
20 H 4.03 -1.81 -0.93  0.192
21 H 3.19 -3.06 -1.89  0.184
22 H 2.96 -2.97 -0.13  0.208
23 Cl -1.09 -4.08 -0.50  -0.461
24 Si -1.47 -2.05 -0.06  0.635
25 Cl -1.86 -1.26 -2.05  -0.512
26 Cl -3.49 -2.26 0.66  -0.500
27 C 1.03 3.59 -2.14  -0.398
28 N -0.03 2.92 -1.41  -0.419
29 C -1.30 2.86 -1.88  0.112
30 C -2.28 2.22 -1.23  -0.383
31 C -1.90 1.52 -0.04  0.485
32 N -0.65 1.47 0.38  -0.691
33 C 0.32 2.25 -0.21  0.776
34 O 1.44 2.39 0.23  -0.600
35 N -2.81 0.86 0.70  -0.781
36 H 0.57 4.24 -2.88  0.189
37 H 1.67 2.86 -2.63  0.218
38 H 1.64 4.16 -1.45  0.231
39 H -1.47 3.38 -2.82  0.203
40 H -3.29 2.18 -1.61  0.228
41 H -3.65 0.52 0.26  0.408
42 H -2.46 0.30 1.47  0.439

=====

No. 3
# C13H19ClNO5

A 2-piece molecular cluster, C13H19ClNO5 overall (ωB97M-V/def2-TZVPD, OMol25).

Total energy (eV): -38028.82275
Strongest force on any atom (eV/A): 4.56
Frontier orbital gap (eV): 7.83
Multiplicity: 1
Total charge: +1

Last column: natural (NBO) charge in e.
Geometry (Å):
1 C -5.54 0.87 -0.36  -0.725
2 C -4.67 -0.26 -1.12  0.797
3 O -4.95 -0.45 -2.33  -0.557
4 O -3.71 -0.98 -0.36  -0.530
5 C -2.48 -1.19 -1.07  -0.077
6 C -1.21 -0.43 -0.37  -0.499
7 C -0.79 0.90 -1.15  0.118
8 C -0.82 2.25 -0.37  -0.222
9 C -0.41 3.54 -1.12  0.066
10 N -0.06 3.50 -2.51  -0.473
11 C -0.01 2.30 -3.30  0.069
12 C -0.36 0.95 -2.63  -0.064
13 Cl -0.22 -0.54 -3.67  0.087
14 H -6.62 0.74 -0.75  0.261
15 H -5.54 0.56 0.75  0.236
16 H -5.16 1.93 -0.55  0.242
17 H -2.20 -2.31 -1.06  0.221
18 H -2.48 -0.86 -2.16  0.215
19 H -1.53 -0.11 0.68  0.254
20 H -0.31 -1.15 -0.24  0.274
21 H -1.11 2.25 0.73  0.283
22 H -0.41 4.52 -0.52  0.276
23 H 0.17 4.40 -2.97  0.460
24 H 0.28 2.30 -4.40  0.284
25 C 4.77 -2.70 3.52  -0.640
26 C 3.28 -2.46 3.62  -0.074
27 O 2.92 -1.21 3.03  -0.490
28 C 2.82 -1.21 1.69  0.980
29 O 2.98 -2.16 0.96  -0.637
30 O 2.51 0.04 1.29  -0.503
31 C 2.45 0.19 -0.12  -0.251
32 H 5.33 -1.86 3.93  0.216
33 H 5.05 -3.61 4.06  0.227
34 H 5.08 -2.81 2.48  0.222
35 H 2.99 -2.40 4.67  0.197
36 H 2.70 -3.28 3.18  0.196
37 H 1.78 -0.55 -0.57  0.180
38 H 3.45 0.11 -0.56  0.206
39 H 2.05 1.19 -0.34  0.176

=====

> What is the multiplicity in the third record?

1